[1]
Computed, not measured: the molecule C19H26N2O3, with ωB97M-V/def2-TZVPD.

Each line ends with the Mulliken charge.
Element x y z (Å)
C (-4.789, -2.031, 1.586)  -1.697
H (-4.616, -3.097, 1.453)  0.405
H (-4.226, -1.701, 2.457)  0.358
H (-5.848, -1.878, 1.786)  0.412
C (-4.358, -1.258, 0.343)  0.668
C (-2.876, -1.485, 0.044)  -0.728
C (-2.437, -0.722, -1.202)  -0.941
H (-2.961, -1.117, -2.075)  0.491
H (-1.365, -0.853, -1.354)  0.239
C (-2.734, 0.777, -1.090)  -0.236
N (-1.865, 1.413, -0.120)  0.049
C (-0.741, 2.058, -0.482)  0.484
O (-0.444, 2.306, -1.632)  -0.728
C (0.099, 2.577, 0.691)  -0.733
C (1.566, 2.646, 0.287)  -0.745
N (2.286, 1.398, 0.490)  0.260
C (1.777, 0.125, 0.364)  -0.246
O (0.625, -0.159, 0.154)  -0.496
C (2.916, -0.856, 0.557)  -0.031
H (2.660, -1.575, 1.336)  0.561
C (4.146, 0.007, 0.834)  0.075
C (3.639, 1.429, 0.783)  -0.047
O (4.268, 2.439, 0.958)  -0.641
H (4.649, -0.179, 1.784)  0.504
C (5.079, -0.310, -0.370)  -0.215
C (5.482, -1.751, -0.175)  -0.635
C (4.414, -2.501, -0.415)  -0.801
H (4.313, -3.566, -0.323)  0.458
C (3.279, -1.574, -0.774)  -0.126
H (2.425, -2.013, -1.281)  0.553
C (4.052, -0.466, -1.498)  -0.820
H (4.505, -0.815, -2.424)  0.372
H (3.466, 0.429, -1.700)  0.280
H (6.455, -2.061, 0.158)  0.465
H (5.878, 0.413, -0.505)  0.531
H (1.607, 2.913, -0.776)  0.388
H (2.110, 3.400, 0.862)  0.373
H (-0.248, 3.590, 0.908)  0.444
H (-0.038, 1.964, 1.581)  0.322
H (-1.963, 1.106, 0.833)  0.306
C (-4.202, 1.017, -0.732)  -1.098
C (-4.624, 0.238, 0.512)  -0.737
H (-5.687, 0.405, 0.698)  0.369
H (-4.081, 0.606, 1.387)  0.284
H (-4.817, 0.700, -1.577)  0.404
H (-4.367, 2.085, -0.578)  0.390
H (-2.502, 1.260, -2.045)  0.449
H (-2.690, -2.551, -0.103)  0.418
H (-2.274, -1.168, 0.899)  0.195
H (-4.942, -1.617, -0.512)  0.194

Forces on atoms 1 to 6 (eV/Å):
-0.013 0.079 -0.318
0.006 -0.140 0.049
0.069 0.035 0.127
-0.120 -0.014 0.083
0.142 0.015 0.459
-0.254 -0.008 -0.388

Frontier orbital gap = 10.02 eV
Charge = 0
Calculated total energy = -29249.4988 eV
HOMO = -9.3130 eV
Energy above the lowest of the compared OMol25 structures with the same formula, charge and spin = 10.7 kJ/mol
SMILES = C[C@H]1CC[C@@H](NC(=O)CCN2C(=O)[C@@H]3[C@H](C2=O)[C@H]2C=C[C@@H]3C2)CC1
E_LUMO = 0.71 eV

[2]
Computed, not measured: the molecule C19H26N2O3, with ωB97M-V/def2-TZVPD.

Each line ends with the Mulliken charge.
Element x y z (Å)
C (-6.431, -1.079, -1.299)  -1.525
H (-7.084, -1.891, -0.989)  0.439
H (-6.773, -0.717, -2.267)  0.340
H (-5.426, -1.477, -1.409)  0.312
C (-6.462, 0.041, -0.262)  0.805
C (-5.933, -0.469, 1.077)  -1.455
H (-4.953, -0.920, 0.958)  0.200
H (-6.604, -1.227, 1.475)  0.458
H (-5.866, 0.339, 1.804)  0.358
C (-5.729, 1.301, -0.751)  -1.008
C (-4.303, 1.105, -1.270)  -0.934
N (-3.366, 0.708, -0.245)  0.011
C (-2.679, -0.452, -0.290)  0.404
O (-2.793, -1.249, -1.199)  -0.682
C (-1.764, -0.719, 0.899)  -0.469
H (-2.356, -1.230, 1.665)  0.307
H (-1.005, -1.423, 0.553)  0.225
C (-1.080, 0.507, 1.501)  -0.565
C (0.055, 0.080, 2.438)  -1.075
H (-0.325, -0.627, 3.181)  0.489
H (0.472, 0.948, 2.962)  0.386
O (1.075, -0.630, 1.766)  -0.461
C (1.970, 0.040, 1.008)  1.459
C (2.057, 1.385, 0.871)  -0.807
C (3.062, 2.024, 0.060)  0.123
O (3.148, 3.236, -0.063)  -0.732
N (3.953, 1.180, -0.597)  -0.012
C (3.900, -0.187, -0.491)  0.135
C (4.813, -1.010, -1.164)  -0.461
C (4.745, -2.380, -1.048)  -0.696
C (3.768, -2.981, -0.260)  -0.780
C (2.864, -2.194, 0.410)  -0.757
C (2.914, -0.800, 0.309)  0.829
H (2.097, -2.633, 1.028)  0.450
H (3.724, -4.056, -0.178)  0.408
H (5.459, -2.992, -1.578)  0.388
H (5.581, -0.577, -1.783)  0.422
C (4.964, 1.813, -1.416)  -1.310
H (4.799, 2.888, -1.341)  0.361
H (4.866, 1.506, -2.459)  0.394
H (5.964, 1.575, -1.052)  0.391
H (1.390, 2.073, 1.364)  0.419
H (-1.780, 1.107, 2.087)  0.528
H (-0.672, 1.126, 0.700)  0.514
H (-3.279, 1.316, 0.552)  0.244
H (-3.962, 2.048, -1.714)  0.310
H (-4.271, 0.331, -2.038)  0.461
H (-6.306, 1.734, -1.572)  0.387
H (-5.713, 2.036, 0.059)  0.408
H (-7.508, 0.340, -0.112)  0.363

Forces on atoms 1 to 6 (eV/Å):
-0.112 0.187 0.163
-0.065 -0.116 -0.013
-0.036 -0.022 -0.168
0.128 -0.068 -0.061
0.110 0.050 0.002
-0.201 0.033 -0.137

Frontier orbital gap = 8.81 eV
Charge = 0
Calculated total energy = -29249.0101 eV
HOMO = -8.3573 eV
Energy above the lowest of the compared OMol25 structures with the same formula, charge and spin = 57.8 kJ/mol
SMILES = CC(C)CCNC(=O)CCCOc1cc(=O)n(C)c2ccccc12
E_LUMO = 0.45 eV

[3]
Computed, not measured: the molecule C19H26N2O5, with ωB97M-V/def2-TZVPD.

Each line ends with the Mulliken charge.
Element x y z (Å)
C (4.242, 4.615, -0.030)  -1.433
C (3.784, 3.267, 0.504)  -0.232
O (3.418, 2.468, -0.607)  -0.385
C (2.986, 1.203, -0.399)  0.729
C (2.833, 0.601, 0.848)  -0.258
C (2.363, -0.696, 0.930)  -0.939
C (2.017, -1.413, -0.210)  0.282
C (2.196, -0.817, -1.458)  -0.130
C (2.677, 0.470, -1.550)  -0.634
H (2.826, 0.942, -2.508)  0.438
H (1.987, -1.367, -2.363)  0.516
C (1.475, -2.786, -0.033)  0.051
O (1.785, -3.505, 0.896)  -0.688
N (0.603, -3.186, -1.003)  -0.201
H (0.217, -2.491, -1.622)  0.310
C (-0.109, -4.427, -0.872)  -0.816
C (-1.428, -4.322, -0.112)  0.634
O (-2.194, -5.235, 0.019)  -0.598
O (-1.596, -3.097, 0.398)  -0.158
C (-2.731, -2.880, 1.235)  -0.944
H (-3.393, -3.750, 1.173)  0.461
H (-2.376, -2.769, 2.266)  0.339
C (-3.558, -1.648, 0.845)  1.046
O (-4.751, -1.768, 0.642)  -0.679
N (-2.935, -0.456, 0.828)  0.129
C (-1.518, -0.209, 0.951)  -1.113
H (-1.363, 0.526, 1.749)  0.205
C (-0.973, 0.335, -0.372)  0.934
H (-1.097, -0.439, -1.133)  0.237
C (-1.711, 1.598, -0.826)  0.267
C (-1.339, 2.813, 0.022)  -1.565
H (-1.618, 2.682, 1.063)  0.335
H (-1.841, 3.701, -0.355)  0.450
H (-0.265, 2.982, -0.025)  0.278
C (-3.220, 1.325, -0.829)  -0.898
C (-3.692, 0.736, 0.499)  -1.003
H (-3.566, 1.462, 1.308)  0.358
H (-4.744, 0.453, 0.438)  0.463
H (-3.451, 0.612, -1.623)  0.350
H (-3.770, 2.245, -1.031)  0.449
H (-1.403, 1.815, -1.856)  0.470
H (0.091, 0.542, -0.266)  -0.983
H (-0.986, -1.119, 1.217)  0.551
H (0.527, -5.108, -0.295)  0.348
H (-0.302, -4.873, -1.851)  0.414
H (2.249, -1.173, 1.892)  0.445
H (3.079, 1.130, 1.755)  0.413
H (4.596, 2.784, 1.063)  0.354
H (2.923, 3.396, 1.174)  0.329
H (3.437, 5.088, -0.586)  0.322
H (4.532, 5.259, 0.795)  0.424
H (5.090, 4.482, -0.695)  0.328

Forces on atoms 1 to 6 (eV/Å):
-0.154 -0.428 0.031
0.119 0.316 0.286
-0.029 -0.118 -0.217
-0.121 -0.215 -0.112
0.107 0.324 0.015
-0.116 -0.253 -0.213

Frontier orbital gap = 9.55 eV
Charge = 0
Calculated total energy = -33344.0164 eV
HOMO = -9.0133 eV
Energy above the lowest of the compared OMol25 structures with the same formula, charge and spin = 82.5 kJ/mol
SMILES = CCOc1ccc(C(=O)NCC(=O)OCC(=O)N2CCC(C)CC2)cc1
E_LUMO = 0.53 eV

[4]
Computed, not measured: a structure of composition C19H26N2Ru in a non-equilibrium geometry, with ωB97M-V/def2-TZVPD.

Each line ends with the Löwdin spin population.
Element x y z (Å)
C (0.471, -1.575, 1.117)  0.034
C (-1.709, 0.009, 0.956)  0.086
H (0.616, -2.558, 0.618)  0.003
H (0.070, -1.656, 2.227)  0.008
H (1.439, -1.283, 1.585)  0.004
H (-2.453, 0.387, 0.268)  0.000
H (-2.411, -1.138, 0.796)  0.004
H (-1.891, 0.434, 2.009)  0.000
C (2.912, -0.693, -0.947)  0.124
C (4.042, -0.614, -1.772)  0.221
C (4.096, 0.350, -2.760)  0.053
C (3.039, 1.233, -2.923)  0.205
H (2.792, -1.430, -0.157)  0.003
H (4.845, -1.333, -1.610)  0.009
H (4.966, 0.428, -3.427)  -0.001
H (3.026, 1.992, -3.689)  0.006
N (1.887, 0.165, -1.139)  0.148
C (1.931, 1.126, -2.083)  0.222
C (0.738, 2.001, -2.196)  0.209
N (-0.300, 1.714, -1.384)  0.144
C (-1.437, 2.443, -1.398)  0.121
C (-0.520, 3.808, -3.149)  0.055
C (-1.565, 3.506, -2.300)  0.209
H (-2.216, 2.152, -0.700)  0.003
H (-2.501, 4.065, -2.300)  0.008
C (0.647, 3.058, -3.103)  0.201
H (1.492, 3.252, -3.740)  0.006
H (-0.593, 4.636, -3.869)  -0.001
Ru (0.100, 0.161, -0.025)  1.022
C (0.592, 1.264, 1.533)  0.017
H (-0.131, 2.061, 1.593)  0.017
H (1.557, 1.667, 1.279)  0.004
H (0.633, 0.741, 2.463)  0.004
C (-1.813, -3.060, 4.248)  0.017
C (-2.452, -3.081, 2.871)  0.082
C (-2.373, -4.469, 2.264)  0.018
C (-3.898, -2.611, 2.949)  0.051
C (-1.743, -2.217, 1.973)  0.600
C (-1.033, -1.327, 1.222)  0.069
H (-2.329, -3.732, 4.926)  0.002
H (-1.829, -2.030, 4.679)  0.000
H (-0.738, -3.360, 4.190)  0.000
H (-2.907, -5.188, 2.872)  0.003
H (-2.801, -4.471, 1.234)  0.001
H (-1.310, -4.790, 2.163)  0.001
H (-3.956, -1.572, 3.354)  0.000
H (-4.360, -2.580, 1.932)  0.001
H (-4.483, -3.267, 3.581)  0.008

Forces on atoms 1 to 6 (eV/Å):
2.121 -2.465 1.515
-2.534 0.397 2.503
0.026 0.668 0.493
1.726 -0.809 -0.918
-0.560 0.822 -0.490
-0.013 -0.175 -0.768

2S+1 = 5
Frontier orbital gap (alpha / beta) = 5.35 / 4.77 eV
Charge = +2
Calculated total energy = -25659.1261 eV
HOMO (alpha / beta) = -11.9700 / -15.2754 eV
Energy above the lowest of the compared OMol25 structures with the same formula, charge and spin = 409.9 kJ/mol
E_LUMO (alpha / beta) = -6.62 / -10.51 eV